(1)
44
Properties=species:S:1:pos:R:3:forces:R:3 method="wB97M-V/def2-TZVPD" gap_ev=7.852 total_energy_ev=-22569.566 relative_energy_ev=13.933 e_homo_ev=-7.48
C -1.076276 -3.936409 -0.785770 -4.228 1.572 -0.478
C -0.060645 -2.727432 -0.802102 -8.169 2.612 5.589
C -0.761213 -1.318756 -1.180308 -2.256 -6.699 6.829
C -1.929047 -1.037793 -0.158459 -1.378 -2.694 1.917
H -2.778039 -1.902344 -0.313087 2.156 1.989 0.522
H -1.607662 -1.128630 0.924162 -0.027 -0.269 -0.813
C -2.637263 0.266126 -0.246375 3.847 3.011 -9.274
C -1.443472 1.436399 -0.684151 -0.693 -2.639 5.809
O -1.347424 2.135429 -1.643833 0.248 -0.150 -0.190
N -0.575492 1.471740 0.510021 -1.605 5.743 -10.920
H -0.737759 1.019980 1.262578 -1.400 -3.838 6.030
C 0.561810 2.287272 0.343466 4.359 -3.167 4.826
C 1.761209 1.048032 -0.117195 -4.023 4.750 4.688
C 2.404639 1.477266 -1.180310 6.450 -10.616 0.805
C 3.321880 0.459153 -1.775440 -3.010 0.171 7.976
C 3.563660 -0.646946 -0.730153 4.632 1.394 -10.291
C 3.031178 -0.961941 0.412356 -5.026 5.535 1.438
C 2.006779 0.060271 0.871376 7.324 -1.435 -12.278
O 1.448571 0.111938 1.900730 -5.983 -0.983 12.002
C 1.630415 -1.001790 2.957602 -1.083 -0.574 -2.211
H 1.401295 -2.029710 2.300212 0.550 2.592 2.241
H 0.903997 -0.814866 3.868009 1.524 -0.263 -2.288
H 2.702371 -0.899801 3.207965 -0.672 -0.453 0.254
H 3.181248 -1.612372 1.131089 1.667 -3.849 2.543
H 4.366857 -1.166433 -1.421631 -1.203 -0.460 2.708
H 3.909412 0.636333 -2.606805 1.122 -0.157 -1.494
H 2.141125 2.053563 -1.836142 -3.267 7.539 -6.078
H 0.603252 3.168155 -0.304447 -0.613 -0.572 0.099
H 0.823366 2.555544 1.546785 -0.170 -0.026 -3.422
C -3.496097 0.831388 0.737516 -2.202 2.191 -0.011
C -4.819679 0.185167 0.633587 1.725 -6.347 3.280
H -5.553796 0.478554 1.278697 -1.720 1.107 2.122
H -5.271147 0.134560 -0.275484 -0.585 0.227 -3.029
H -4.676292 -1.089391 0.938906 -0.544 3.484 -0.843
H -3.795719 1.854258 0.478562 0.771 0.338 -0.415
H -3.013829 1.014124 1.686030 -0.149 -0.825 0.740
H -3.041605 0.383092 -1.547647 0.078 -0.736 3.968
H -1.384444 -1.482058 -1.871690 -3.542 -0.826 -6.893
H -0.184690 -0.577193 -1.206082 4.970 5.805 -0.726
H 0.089524 -2.509334 0.302698 0.952 -0.728 -1.194
H 0.701315 -2.934343 -1.328697 5.866 -1.298 -3.612
H -2.056436 -3.806362 0.112713 3.273 -0.433 -2.857
H -0.656846 -4.889324 -0.660359 1.050 -1.128 0.849
H -1.633980 -4.149566 -1.827691 0.982 1.105 2.084

***

(2)
45
Properties=species:S:1:pos:R:3:forces:R:3 method="wB97M-V/def2-TZVPD" gap_ev=8.814 total_energy_ev=-24629.209 relative_energy_ev=2.606 e_homo_ev=-7.91
C -2.665076 -1.749833 -1.871798 -0.161 0.271 0.261
C -3.691470 -0.760814 -1.325933 0.017 -0.215 -0.444
O -3.474913 -0.439621 0.033406 0.141 0.123 0.308
C -2.445267 0.374017 0.385856 0.123 0.133 0.178
C -1.632977 1.069594 -0.494862 -0.087 -0.037 -0.203
C -0.596322 1.881756 -0.024940 -0.218 -0.077 0.086
C -0.381377 1.995353 1.341484 0.399 0.323 -0.190
C -1.206556 1.305681 2.217787 -0.178 -0.145 -0.088
C -2.225332 0.502291 1.760936 -0.117 -0.097 -0.018
H -2.864990 -0.038830 2.438181 -0.087 -0.081 0.097
H -1.038493 1.401170 3.280231 0.007 0.005 0.094
H 0.407143 2.609543 1.745648 0.067 0.039 -0.019
O 0.104958 2.503423 -1.015344 -0.277 -0.306 0.048
C 1.259385 3.269829 -0.740629 0.603 0.278 -0.114
C 2.569583 2.512584 -0.990981 -0.450 0.003 0.313
H 3.375185 3.238195 -0.861302 0.008 0.056 -0.075
C 2.815628 1.313326 -0.070685 -0.095 -0.026 -0.371
H 3.889043 1.132403 0.005866 -0.017 -0.050 0.059
H 2.451771 1.531439 0.933450 0.028 0.006 0.127
C 2.170381 0.022302 -0.585800 0.154 0.186 0.256
N 2.521154 -1.086012 0.289348 0.121 -0.081 -0.056
C 2.707194 -2.365669 -0.371675 -0.295 -0.180 -0.066
C 1.377398 -3.033164 -0.744092 0.338 0.033 -0.085
H 1.541553 -4.029388 -1.158607 0.007 0.067 -0.071
O 0.568808 -3.211637 0.398991 0.041 -0.145 0.048
C 0.319903 -1.975951 1.038351 0.098 0.339 0.183
C 1.623735 -1.262703 1.421174 -0.230 -0.195 0.001
H 1.389459 -0.291274 1.856499 0.000 0.018 0.075
H 2.154417 -1.865503 2.164898 -0.081 0.034 0.077
H -0.268733 -2.205324 1.927406 -0.022 0.086 -0.026
H -0.279041 -1.330371 0.379238 0.004 -0.043 0.040
H 0.844491 -2.417831 -1.487180 0.015 -0.048 0.010
H 3.325651 -2.229609 -1.260405 0.035 -0.033 -0.004
H 3.239729 -3.017452 0.328708 0.007 -0.071 -0.096
H 1.086403 0.156392 -0.682064 0.033 -0.042 -0.129
H 2.569926 -0.185704 -1.582008 -0.060 0.009 -0.021
H 2.585108 2.178239 -2.030114 0.055 0.066 -0.097
H 1.242345 3.671789 0.275606 -0.041 -0.002 -0.066
H 1.209629 4.114740 -1.437524 -0.021 -0.071 0.177
H -1.764169 1.021326 -1.563861 -0.038 -0.058 -0.111
H -4.685060 -1.217664 -1.335955 0.116 0.134 -0.051
H -3.723481 0.148192 -1.939566 -0.054 -0.058 0.091
H -2.954581 -2.063251 -2.871205 -0.011 -0.041 -0.120
H -2.614068 -2.623178 -1.226050 0.010 -0.097 0.026
H -1.676176 -1.300654 -1.919051 0.114 -0.010 -0.035

***

(3)
46
Properties=species:S:1:pos:R:3:forces:R:3 method="wB97M-V/def2-TZVPD" gap_ev=5.891 total_charge=-1 total_energy_ev=-44803.194 relative_energy_ev=0.000 e_homo_ev=-3.09
O -1.202022 -1.148957 -0.981065 0.158 0.454 -0.051
H -1.134022 -0.212957 -0.734065 -0.059 -0.346 -0.124
C 0.154978 0.452043 2.261935 -3.439 0.542 0.027
S 0.009978 -1.297957 1.847935 -0.743 -0.516 1.174
O 1.103978 -2.003957 2.556935 0.986 -0.289 0.304
C -1.500022 -1.629957 2.856935 1.387 -2.298 -4.703
H 1.039978 0.873043 1.880935 1.074 0.377 -0.804
H 0.106978 0.641043 3.339935 0.002 -0.246 -0.119
H -0.793022 0.937043 1.758935 1.933 -0.686 0.843
H -1.747022 -1.549957 3.786935 0.923 1.069 6.834
H -1.920022 -2.633957 2.742935 0.491 -0.098 -1.230
H -2.198022 -0.968957 2.549935 -2.507 2.047 -2.304
C 2.379978 0.591043 -1.567065 -0.635 -1.996 -2.691
S 0.858978 1.459043 -1.318065 -0.410 2.659 0.540
O 1.166978 2.737043 -0.497065 -0.106 -1.577 -0.818
C 0.609978 2.100043 -3.022065 2.518 -1.483 -0.367
H 2.490978 0.025043 -0.594065 0.805 0.806 -1.218
H 3.136978 1.339043 -2.031065 -0.827 -1.626 1.315
H 2.029978 -0.288957 -2.449065 1.229 2.486 2.685
H 0.965978 3.172043 -3.158065 0.773 -1.744 0.018
H -0.392022 2.261043 -3.073065 -3.233 -0.036 -0.213
H 0.861978 1.171043 -3.713065 -0.227 2.542 0.919
C -4.686022 4.280043 0.977935 1.071 -4.358 -1.694
C -4.042022 2.930043 0.294935 -2.823 2.372 0.188
C -2.690022 2.890043 0.069935 -1.015 -0.132 -0.453
C -1.883022 4.009043 0.463935 1.549 -0.936 -0.328
C -2.426022 5.124043 1.003935 -0.191 1.066 1.427
C -3.863022 5.249043 1.398935 2.884 0.644 -1.578
H -5.765022 4.373043 1.057935 0.134 -0.291 0.101
H -4.773022 2.125043 -0.194065 1.718 1.910 1.448
H -2.343022 2.048043 -0.566065 0.252 0.544 0.853
H -0.738022 3.974043 0.365935 -1.942 -0.129 -0.263
H -1.622022 5.899043 1.176935 -1.575 -0.433 0.254
H -4.211022 6.204043 1.796935 0.003 -0.380 0.033
C 2.819978 -3.715957 -2.000065 -2.075 0.157 2.389
C 2.092978 -3.386957 -0.794065 -0.299 1.452 -1.480
C 2.125978 -4.224957 0.331935 -0.006 1.996 -2.334
C 2.762978 -5.409957 0.305935 1.957 -3.635 -1.220
C 3.643978 -5.709957 -0.774065 -2.033 2.015 -1.136
C 3.584978 -4.840957 -1.959065 -0.049 -1.955 2.220
H 2.524978 -3.256957 -2.939065 0.386 0.208 0.156
H 1.369978 -2.480957 -0.888065 1.191 -1.579 0.703
H 1.679978 -3.921957 1.200935 -1.712 0.746 1.882
H 2.422978 -6.279957 0.960935 1.069 1.529 -0.261
H 4.144978 -6.652957 -0.840065 0.187 -0.375 -0.050
H 3.836978 -5.246957 -2.898065 1.226 -0.479 -0.873

***

(4)
60
Properties=species:S:1:pos:R:3:forces:R:3 method="wB97M-V/def2-TZVPD" gap_ev="7.832 / 5.657" total_charge=+1 total_energy_ev=-141353.268 multiplicity=2 s2=0.76 relative_energy_ev=0.000 e_homo_ev="-11.11 / -11.35"
Pb 0.005627 0.915731 0.078481 0.023 -0.022 -0.032
C 4.228561 1.565027 1.938258 0.003 0.000 0.006
C 3.035849 1.294084 1.083367 -0.032 -0.018 -0.049
N 1.843269 1.662511 1.380425 0.026 0.017 0.019
N 1.641655 2.292397 2.567831 0.004 0.029 0.000
C 0.424677 2.671349 2.842884 -0.018 0.031 -0.032
N 0.240824 3.299451 4.016440 0.017 0.000 -0.009
S -1.042894 2.505587 1.887597 -0.027 -0.012 0.098
C 3.212736 0.543082 -0.189674 0.002 0.007 0.031
C 4.472653 0.299066 -0.715041 -0.028 -0.009 -0.001
C 4.580589 -0.397674 -1.910585 -0.012 0.005 0.012
C 3.433676 -0.831631 -2.549842 0.007 -0.004 0.002
C 2.207201 -0.553192 -1.968376 0.015 -0.025 -0.007
N 2.112908 0.106086 -0.818217 0.017 0.066 0.048
H 3.916649 1.960319 2.897900 0.003 -0.004 0.002
H 4.802654 0.649726 2.084750 0.004 0.003 0.006
H 4.881480 2.295821 1.455757 -0.003 0.004 -0.005
H 1.035911 3.459433 4.612240 0.006 -0.006 0.000
H -0.675780 3.571294 4.320081 0.003 0.001 0.003
H 5.354758 0.654374 -0.204304 0.004 0.000 -0.003
H 5.555415 -0.594680 -2.335852 0.000 0.001 -0.002
H 3.475474 -1.378434 -3.480510 -0.003 -0.001 0.000
H 1.278034 -0.869590 -2.422332 -0.006 0.002 -0.003
N 0.305790 -0.926708 1.762912 0.127 -0.088 -0.011
C 0.068103 -2.031271 2.022921 -0.133 0.004 -0.091
N -0.159115 -3.288088 2.305746 -0.005 0.032 0.059
C -0.541495 -3.646999 3.685154 0.014 -0.003 0.008
C -2.053961 -3.764803 3.778989 0.013 0.002 -0.009
O -2.543607 -4.673277 2.816065 0.001 -0.009 0.019
C -2.261110 -4.235166 1.497776 0.010 0.014 -0.024
C -0.761927 -4.157833 1.269633 -0.007 -0.001 0.031
H -0.152657 -2.894786 4.369819 0.001 -0.007 0.004
H -0.071468 -4.605621 3.907867 -0.010 -0.001 0.008
H -2.513138 -2.776600 3.635557 -0.002 -0.001 -0.003
H -2.342683 -4.145903 4.757296 -0.004 0.002 0.001
H -2.717131 -3.253642 1.316958 0.006 -0.007 0.001
H -2.710477 -4.954520 0.816166 -0.001 0.005 0.000
H -0.529205 -3.757282 0.287373 0.003 -0.002 -0.014
H -0.306621 -5.142484 1.381040 -0.006 -0.005 -0.003
F -2.300418 -0.648799 -0.483594 0.057 -0.021 -0.065
P -1.801013 -1.488944 -1.816544 -0.126 0.072 0.054
F -1.232504 -2.237649 -3.095718 0.053 0.023 -0.015
F -1.054200 -0.081969 -2.317619 0.032 -0.021 -0.030
F -0.413214 -1.813411 -0.999011 0.010 -0.043 0.011
F -3.117283 -1.029397 -2.589081 -0.033 -0.017 0.018
F -2.479425 -2.805705 -1.247968 0.012 -0.023 -0.008
C -1.679923 2.083498 -4.437135 -0.036 0.026 -0.006
As -1.559260 2.969127 -2.742431 0.079 0.063 0.013
C -2.996746 2.374937 -1.615780 0.028 -0.026 0.027
C -1.855027 4.834898 -3.083004 -0.014 0.003 -0.006
S 0.389279 2.820477 -1.853258 -0.077 -0.017 -0.045
H -2.659357 2.302462 -4.862315 0.007 -0.016 -0.014
H -1.561961 1.014161 -4.292762 0.004 -0.008 0.014
H -0.897736 2.472514 -5.085835 0.003 -0.003 0.010
H -3.900900 2.907255 -1.907738 -0.003 -0.016 -0.038
H -2.759026 2.617932 -0.581252 -0.011 0.024 -0.007
H -3.133190 1.302758 -1.733986 -0.006 0.007 0.017
H -2.814204 4.960038 -3.584031 0.003 0.005 0.000
H -1.053050 5.208308 -3.716175 0.001 0.000 0.003
H -1.852068 5.372351 -2.137337 0.004 -0.010 0.005